Computed, not measured: a molecular structure, C34H34BrInN5O8, with ωB97M-V/def2-TZVPD.

Structure (XYZ):
```
83
C34H34BrInN5O8 | OMol25 | ωB97M-V/def2-TZVPD
In 0.029 -0.183 -0.346
C -0.161 3.207 0.379
N 0.278 2.226 1.397
C 1.520 2.820 1.911
C 2.528 2.039 2.755
C 2.896 -0.333 1.464
N 1.733 -1.108 1.007
C 1.824 -2.364 1.305
C 1.160 -3.459 0.678
C 1.150 -4.720 1.309
C 0.616 -5.820 0.696
C 0.118 -5.680 -0.620
C 0.182 -4.492 -1.291
C 0.719 -3.313 -0.675
O 0.807 -2.217 -1.304
C -0.784 2.157 2.408
C -0.634 1.147 3.547
C -0.824 -0.344 3.184
N -1.413 -0.473 1.868
C -2.870 -0.552 1.737
C -3.656 0.188 0.729
C -5.042 0.081 0.795
C -5.856 0.493 -0.244
C -5.259 1.000 -1.398
C -3.889 1.146 -1.476
C -3.045 0.808 -0.392
O -1.781 1.090 -0.426
H -0.234 4.206 0.838
H -1.122 2.921 -0.029
H 0.574 3.239 -0.423
H 1.252 3.719 2.495
H 2.055 3.180 1.037
H 2.378 2.284 3.811
H 3.499 2.468 2.497
H 3.629 -1.083 1.772
H 3.689 -0.464 -0.477
H 2.569 -2.649 2.060
H 1.559 -4.799 2.313
H 0.590 -6.779 1.195
H -0.315 -6.543 -1.114
H -0.182 -4.395 -2.307
H -1.706 1.941 1.868
H -0.898 3.156 2.865
H -1.404 1.423 4.274
H 0.318 1.280 4.064
H -1.447 -0.814 3.957
H 0.121 -0.885 3.165
H -3.394 -0.734 2.676
H -5.485 -0.384 1.672
H -6.931 0.388 -0.176
H -5.875 1.282 -2.244
H -3.411 1.545 -2.363
C -1.946 -2.984 2.142
C -1.980 -1.707 1.348
N -1.646 -1.716 -0.052
C -2.324 -2.000 -1.091
C -3.652 -2.738 -1.028
N -4.221 -2.779 0.099
C -4.411 -3.502 -2.165
O -3.845 -3.692 -3.315
O -5.493 -3.961 -1.871
C -1.702 -1.446 -2.421
O -2.147 -1.886 -3.499
O -0.854 -0.540 -2.325
H -2.057 -2.757 3.202
H -1.009 -3.512 1.990
H -2.766 -3.627 1.838
H -5.102 -3.289 -0.036
H -2.986 -3.105 -3.392
Br 6.032 1.214 -0.890
C 4.962 0.775 0.630
C 5.602 0.769 1.806
C 5.151 0.421 3.161
C 3.906 0.284 3.615
C 2.690 0.507 2.748
C 3.573 0.336 0.263
C 2.735 1.401 -0.488
O 3.163 2.535 -0.606
O 1.636 0.969 -1.011
H 6.648 1.048 1.764
H 5.964 0.292 3.869
H 3.753 0.053 4.664
H 1.831 0.064 3.248
```

Output
- charge = -1
- frontier orbital gap (eV) = 6.94
- highest occupied orbital energy (eV) = -5.18
- F_max (eV Å⁻¹) = 0.7
- LUMO level (eV) = 1.76

Results of the Mulliken charge analysis, in e, for atoms 1 through 2: In 2.49; C -1.34

---

Computed, not measured: 2 unconnected molecules or ions with the total composition C2H6IOP, with ωB97M-V/def2-TZVPD.

Structure (XYZ):
```
11
C2H6IOP | OMol25 | ωB97M-V/def2-TZVPD
C -1.555 -1.968 2.110
C -1.464 -2.086 0.804
O 1.467 -0.407 0.106
P 1.295 0.843 -0.949
I 3.644 1.103 -1.335
H 1.275 -0.102 0.966
H -2.288 -1.369 2.576
H -1.229 -2.731 2.835
H -1.838 -1.340 0.145
H -0.745 -2.762 0.438
H 0.846 -0.064 -1.931
```

Output
- frontier orbital gap (eV) = 9.31
- highest occupied orbital energy (eV) = -9.15
- F_max (eV Å⁻¹) = 2.2
- LUMO level (eV) = 0.16

Results of the Mulliken charge analysis, in e, for atoms 1 through 2: C -0.56; C -0.47

---

Computed, not measured: 2 unconnected molecules or ions with the total composition C5H13O2, with ωB97M-V/def2-TZVPD.

Structure (XYZ):
```
20
C5H13O2 | OMol25 | ωB97M-V/def2-TZVPD
C -0.903 1.002 1.634
O -0.729 -0.244 2.244
C 0.134 1.469 0.531
C -0.462 1.115 -0.951
C 0.502 0.392 -1.940
C 0.509 -1.200 -2.050
H -0.983 1.781 2.488
H -2.064 1.149 1.359
H 0.595 2.475 0.430
H 0.965 1.043 1.031
H -1.364 0.566 -0.815
H -0.850 2.030 -1.462
H 0.419 0.714 -2.970
H 1.511 0.753 -1.572
H -0.515 -1.489 -2.306
H 1.255 -1.443 -2.772
H 0.754 -1.661 -1.055
H 0.721 -2.117 2.463
H -0.194 -3.250 3.012
O 0.700 -3.083 2.700
```

Output
- charge = -1
- frontier orbital gap (eV) = 6.38
- highest occupied orbital energy (eV) = -2.44
- F_max (eV Å⁻¹) = 4.0
- LUMO level (eV) = 3.93

Results of the Mulliken charge analysis, in e, for atoms 1 through 2: C -0.78; O -0.82

---

Computed, not measured: a single C20H23N3S molecule, with ωB97M-V/def2-TZVPD.

Structure (XYZ):
```
47
C20H23N3S | OMol25 | ωB97M-V/def2-TZVPD
N 1.514 0.712 -0.101
S -1.406 -2.370 -2.186
C 1.405 -0.520 0.250
C 0.566 -1.512 -0.494
C -0.621 -1.198 -1.143
C -4.204 1.171 1.763
C 1.144 2.869 -3.045
C -3.536 2.155 1.040
C -3.916 -0.157 1.519
C -0.136 2.554 -3.526
C 1.667 2.248 -1.907
C -2.553 1.769 0.100
C -2.941 -0.513 0.585
C -0.925 1.686 -2.803
C 0.952 1.281 -1.208
C -2.211 0.436 -0.143
C -0.359 1.042 -1.665
N -1.189 0.085 -1.061
N 2.222 -0.952 1.314
C -0.141 -2.415 -3.518
C 0.877 -2.485 2.779
C 2.350 0.894 2.903
C 2.132 -2.325 1.876
C 3.133 0.028 1.936
H 0.908 -2.534 -0.577
H -4.897 1.431 2.543
H 1.730 3.614 -3.551
H -3.781 3.196 1.197
H -4.414 -0.981 2.045
H -0.463 3.004 -4.470
H 2.601 2.513 -1.494
H -2.057 2.572 -0.470
H -2.707 -1.585 0.504
H -1.899 1.391 -3.176
H -0.276 -1.570 -4.176
H 0.866 -2.403 -3.060
H -0.217 -3.291 -4.196
H -0.007 -2.256 2.203
H 0.917 -1.829 3.658
H 0.801 -3.531 3.145
H 2.953 1.703 3.275
H 2.021 0.295 3.763
H 1.449 1.333 2.447
H 3.036 -2.608 2.446
H 2.081 -3.039 1.058
H 3.913 -0.509 2.458
H 3.617 0.599 1.163
```

Output
- frontier orbital gap (eV) = 7.90
- highest occupied orbital energy (eV) = -7.66
- F_max (eV Å⁻¹) = 2.8
- LUMO level (eV) = 0.24

Results of the Mulliken charge analysis, in e, for atoms 1 through 2: N -0.29; S -0.05

---

Computed, not measured: 2 unconnected molecules or ions with the total composition C4H8S, with ωB97M-V/def2-TZVPD.

Structure (XYZ):
```
13
C4H8S | OMol25 | ωB97M-V/def2-TZVPD
C -1.086 -1.226 0.070
C -0.552 0.206 -0.490
C -0.304 1.033 0.686
C 0.915 0.556 -0.451
H -2.226 -0.963 0.496
H -1.355 -2.003 -0.782
H -0.413 -1.778 0.771
H -1.275 0.467 -1.305
H -0.693 2.009 0.825
H -0.123 0.292 1.583
H 1.330 1.117 -1.215
H 3.515 0.832 -0.347
S 2.268 -0.541 0.158
```

Output
- frontier orbital gap (eV) = 7.82
- highest occupied orbital energy (eV) = -8.48
- F_max (eV Å⁻¹) = 4.2
- LUMO level (eV) = -0.66

Results of the Mulliken charge analysis, in e, for atoms 1 through 2: C -1.07; C 0.24

---

Computed, not measured: a single C2H5N3S2 molecule, with ωB97M-V/def2-TZVPD.

Structure (XYZ):
```
12
C2H5N3S2 | OMol25 | ωB97M-V/def2-TZVPD
C 0.395 1.562 0.133
C -1.202 -1.617 -0.237
N -0.026 0.311 -0.421
N 1.087 0.387 0.451
N -1.196 -0.361 0.001
S -2.442 0.586 0.505
S 2.658 0.027 -0.147
H 0.794 2.230 -0.813
H -0.134 2.267 0.941
H -2.045 -2.004 0.284
H -0.401 -2.107 -0.778
H 2.512 -1.281 0.082
```

Output
- frontier orbital gap (alpha / beta) (eV) = 8.19 / 8.19
- highest occupied orbital energy (alpha / beta) (eV) = -8.23 / -8.23
- F_max (eV Å⁻¹) = 4.7
- LUMO level (alpha / beta) (eV) = -0.03 / -0.03

Results of the Mulliken charge analysis, in e, for atoms 1 through 2: C -0.02; C -0.31

---

Please write out number 6 again, unchanged.
Computed, not measured: a single C2H5N3S2 molecule, with ωB97M-V/def2-TZVPD.

Structure (XYZ):
```
12
C2H5N3S2 | OMol25 | ωB97M-V/def2-TZVPD
C 0.395 1.562 0.133
C -1.202 -1.617 -0.237
N -0.026 0.311 -0.421
N 1.087 0.387 0.451
N -1.196 -0.361 0.001
S -2.442 0.586 0.505
S 2.658 0.027 -0.147
H 0.794 2.230 -0.813
H -0.134 2.267 0.941
H -2.045 -2.004 0.284
H -0.401 -2.107 -0.778
H 2.512 -1.281 0.082
```

Output
- frontier orbital gap (alpha / beta) (eV) = 8.19 / 8.19
- highest occupied orbital energy (alpha / beta) (eV) = -8.23 / -8.23
- F_max (eV Å⁻¹) = 4.7
- LUMO level (alpha / beta) (eV) = -0.03 / -0.03

Results of the Mulliken charge analysis, in e, for atoms 1 through 2: C -0.02; C -0.31

---

> Look up the F_max of the third one.

4.0 eV Å⁻¹

---

Copy entry 6 word for word.
Computed, not measured: a single C2H5N3S2 molecule, with ωB97M-V/def2-TZVPD.

Structure (XYZ):
```
12
C2H5N3S2 | OMol25 | ωB97M-V/def2-TZVPD
C 0.395 1.562 0.133
C -1.202 -1.617 -0.237
N -0.026 0.311 -0.421
N 1.087 0.387 0.451
N -1.196 -0.361 0.001
S -2.442 0.586 0.505
S 2.658 0.027 -0.147
H 0.794 2.230 -0.813
H -0.134 2.267 0.941
H -2.045 -2.004 0.284
H -0.401 -2.107 -0.778
H 2.512 -1.281 0.082
```

Output
- frontier orbital gap (alpha / beta) (eV) = 8.19 / 8.19
- highest occupied orbital energy (alpha / beta) (eV) = -8.23 / -8.23
- F_max (eV Å⁻¹) = 4.7
- LUMO level (alpha / beta) (eV) = -0.03 / -0.03

Results of the Mulliken charge analysis, in e, for atoms 1 through 2: C -0.02; C -0.31